Entry from OMol25: a molecular structure, C7H7O8Rb at a distorted geometry (ωB97M-V/def2-TZVPD).

* LUMO level: -0.0755 hartree
* HOMO-LUMO gap: 3.877 eV
* 2S+1: 1

Geometry as XYZ:
```
23
C7H7O8Rb (ωB97M-V/def2-TZVPD)
O -1.71159 1.70163 2.60631
O -3.40072 1.56272 1.34261
O -0.29346 2.28461 -2.22123
C -2.48324 0.67278 3.09748
C -3.58296 0.63569 2.34412
C -2.24789 2.18050 1.50202
H -2.11433 0.11146 3.94714
H -4.56307 0.18864 2.45749
O 2.85523 -4.45735 0.50603
C 2.40006 -3.32864 0.75204
O 2.21015 -2.77075 1.84564
O 2.11436 -2.58817 -0.39481
O 0.96551 0.63885 -1.42832
C 0.50505 1.34153 -2.42740
O 0.73963 0.81777 -3.60635
C 1.41842 -0.71434 -1.60819
C 1.65593 -1.27120 -0.21848
H 0.42504 1.40758 -4.30460
H 2.34052 -0.69727 -2.20132
H 0.66001 -1.30518 -2.13631
H 0.71833 -1.24880 0.35769
H 2.39655 -0.65890 0.31764
Rb -1.00751 5.49686 -0.52922
```

These are the Mulliken partial charges, in e, on atoms 1 to 8: number 1, O, carries -0.250; number 2, O, carries -0.271; number 3, O, carries -0.650; number 4, C, carries -0.117; number 5, C, carries -0.173; number 6, C, carries 0.106; number 7, H, carries 0.369; number 8, H, carries 0.366

---

Entry from OMol25: C7H8 in the gas phase (ωB97M-V/def2-TZVPD).

* LUMO level: -0.0079 hartree
* HOMO-LUMO gap: 8.246 eV
* 2S+1: 1

Geometry as XYZ:
```
15
C7H8 (ωB97M-V/def2-TZVPD)
C -0.10185 -1.53648 -0.52595
C -0.25843 -0.08464 -0.11449
C 0.17362 1.01197 -0.98477
C 1.03524 0.73116 0.28421
C 2.26757 0.06735 0.01652
C -1.39353 0.17550 0.74887
C -2.38786 0.33628 1.40898
H -0.99250 -1.87528 -1.06475
H 0.78241 -1.65706 -1.15216
H 0.01228 -2.15969 0.36617
H 0.85782 1.42172 1.11077
H 0.64929 0.75236 -1.92460
H -0.38290 1.94675 -0.96755
H 2.99710 0.38555 0.78881
H -3.25825 0.48453 2.00995
```

These are the Mulliken partial charges, in e, on atoms 1 to 8: number 1, C, carries -1.553; number 2, C, carries 1.214; number 3, C, carries -0.828; number 4, C, carries 0.009; number 5, C, carries -0.954; number 6, C, carries -0.938; number 7, C, carries 0.161; number 8, H, carries 0.380

---

Entry from OMol25: C7H8 in the gas phase (ωB97M-V/def2-TZVPD).

* LUMO level: 0.0431 hartree
* HOMO-LUMO gap: 10.414 eV
* structure (SMILES): C=C1C[C@H]2C=C[C@@H]12
* 2S+1: 1

Geometry as XYZ:
```
15
C7H8 (ωB97M-V/def2-TZVPD)
C 2.27051 0.22532 0.17312
C 0.99472 0.03298 -0.13028
C 0.18261 -1.16840 -0.58862
C -1.07838 -0.25516 -0.66690
C -1.80460 -0.07761 0.64478
C -1.06050 0.96278 1.03402
C -0.20649 0.96841 -0.21814
H 2.64846 1.21274 0.42932
H 2.98594 -0.59392 0.17707
H 0.50304 -1.53270 -1.57078
H 0.11530 -2.01826 0.09772
H -1.64637 -0.25461 -1.59966
H -2.58331 -0.66187 1.12885
H -1.00109 1.54253 1.95154
H -0.11470 1.88743 -0.80336
```

These are the Mulliken partial charges, in e, on atoms 1 to 8: number 1, C, carries -0.802; number 2, C, carries 0.069; number 3, C, carries -0.644; number 4, C, carries -0.159; number 5, C, carries -0.548; number 6, C, carries -0.573; number 7, C, carries -0.028; number 8, H, carries 0.268

---

Entry from OMol25: C7H8 in the gas phase (ωB97M-V/def2-TZVPD).

* LUMO level: 0.0350 hartree
* HOMO-LUMO gap: 10.782 eV
* structure (SMILES): C#CC(C)(C)C#C
* 2S+1: 1

Geometry as XYZ:
```
15
C7H8 (ωB97M-V/def2-TZVPD)
C 2.13157 -1.33666 0.53618
C 1.07973 -0.79119 0.32491
C -0.15006 -0.02582 0.02075
C -0.98480 -0.75624 -1.04565
C -0.96692 0.21235 1.30262
C 0.35272 1.25277 -0.51198
C 0.93996 2.21818 -0.92041
H 3.07704 -1.80020 0.71168
H -0.40304 -0.88288 -1.96269
H -1.88203 -0.17367 -1.27858
H -1.28437 -1.74199 -0.67728
H -1.27237 -0.74472 1.73613
H -0.37072 0.76014 2.03734
H -1.86049 0.80023 1.06911
H 1.61910 2.96668 -1.24515
```

These are the Mulliken partial charges, in e, on atoms 1 to 8: number 1, C, carries 0.049; number 2, C, carries -1.112; number 3, C, carries 1.949; number 4, C, carries -1.430; number 5, C, carries -1.430; number 6, C, carries -1.128; number 7, C, carries 0.003; number 8, H, carries 0.465

---

Entry from OMol25: a molecular structure, C7H8 at a distorted geometry (ωB97M-V/def2-TZVPD).

* LUMO level (alpha / beta): 0.0134 / 0.0135 hartree
* HOMO-LUMO gap (alpha / beta): 7.529 / 7.529 eV
* 2S+1: 1

Geometry as XYZ:
```
15
C7H8 (ωB97M-V/def2-TZVPD)
C -1.57105 1.68126 -0.27624
C -0.76703 1.11906 -1.44766
C -0.76040 0.20607 1.76068
C -0.83708 0.94741 0.56829
C -0.32133 -1.01831 1.46697
C -0.03368 0.35372 -0.61963
C 1.28956 -0.27982 -0.86950
H -2.39328 2.36146 -0.18332
H -0.81128 1.28287 -2.50741
H -1.03409 0.54651 2.74536
H -0.27805 -1.77305 2.24362
H -0.16376 -1.38935 0.48635
H 1.64912 0.05556 -1.84390
H 1.28015 -1.37010 -0.88557
H 2.00303 0.03356 -0.10405
```

These are the Mulliken partial charges, in e, on atoms 1 to 8: number 1, C, carries -0.489; number 2, C, carries -0.798; number 3, C, carries -0.379; number 4, C, carries 0.175; number 5, C, carries -0.677; number 6, C, carries 0.504; number 7, C, carries -1.261; number 8, H, carries 0.460

---

Entry from OMol25: C7H8 in the gas phase at a distorted geometry (ωB97M-V/def2-TZVPD).

* LUMO level: 0.0304 hartree
* HOMO-LUMO gap: 10.853 eV
* structure (SMILES): C#CC(C)(C)C#C
* 2S+1: 1

Geometry as XYZ:
```
15
C7H8 (ωB97M-V/def2-TZVPD)
C 2.13660 -1.27837 0.50306
C 1.09124 -0.70787 0.28168
C -0.17198 0.00956 0.00018
C -0.98194 -0.73072 -1.06953
C -0.95887 0.24330 1.29421
C 0.24500 1.29456 -0.53240
C 0.75644 2.30926 -0.95675
H 3.05825 -1.77668 0.69402
H -0.40011 -0.81042 -1.99272
H -1.89329 -0.16368 -1.28195
H -1.24102 -1.72998 -0.71586
H -1.21894 -0.71321 1.75027
H -0.35949 0.83150 1.99546
H -1.86888 0.80409 1.06067
H 1.80698 2.41863 -1.03034
```

These are the Mulliken partial charges, in e, on atoms 1 to 8: number 1, C, carries 0.054; number 2, C, carries -1.168; number 3, C, carries 2.115; number 4, C, carries -1.425; number 5, C, carries -1.426; number 6, C, carries -0.739; number 7, C, carries -0.381; number 8, H, carries 0.473

---

Entry from OMol25: C7H8 in the gas phase at a distorted geometry (ωB97M-V/def2-TZVPD).

* LUMO level: 0.0321 hartree
* HOMO-LUMO gap: 9.435 eV
* structure (SMILES): C=C1C=CCC=C1
* 2S+1: 1

Geometry as XYZ:
```
15
C7H8 (ωB97M-V/def2-TZVPD)
C 0.70902 -1.82780 1.54820
C 0.47599 -0.81370 0.81586
C 1.26867 0.18219 0.02982
C 0.81524 1.28903 -0.67681
C -0.66116 1.53941 -0.93650
C -1.47394 0.25931 -0.40426
C -0.97899 -0.60475 0.42144
H 0.06712 -2.79284 1.84783
H 1.87676 -1.89003 2.03845
H 2.35917 -0.01182 -0.21100
H 1.55363 1.83956 -1.19401
H -0.90419 2.67855 -0.94184
H -0.73402 1.45446 -1.89613
H -2.60019 0.16682 -0.85086
H -1.77312 -1.46838 0.40983
```

These are the Mulliken partial charges, in e, on atoms 1 to 8: number 1, C, carries -0.561; number 2, C, carries 0.669; number 3, C, carries -0.455; number 4, C, carries -0.250; number 5, C, carries -0.911; number 6, C, carries -0.217; number 7, C, carries -0.384; number 8, H, carries 0.226

---

Entry from OMol25: C7H8 in the gas phase at a distorted geometry (ωB97M-V/def2-TZVPD).

* LUMO level: 0.0392 hartree
* HOMO-LUMO gap: 9.974 eV
* structure (SMILES): Cc1ccccc1
* 2S+1: 1

Geometry as XYZ:
```
15
C7H8 (ωB97M-V/def2-TZVPD)
C 0.95750 1.96661 -0.02912
C 0.32500 0.61089 -0.04877
C 1.00188 -0.49260 0.44074
C 0.44413 -1.77888 0.29709
C -0.86481 -1.89392 -0.10094
C -1.67558 -0.74916 -0.18443
C -1.06323 0.48650 -0.19814
H 1.04447 2.41368 -1.02868
H 1.98686 2.01084 0.30029
H 0.31478 2.68712 0.46900
H 2.03437 -0.34319 0.71724
H 1.16323 -2.58294 0.39429
H -1.27805 -2.81633 -0.47876
H -2.74112 -0.89656 -0.14881
H -1.64942 1.37794 -0.40101
```

These are the Mulliken partial charges, in e, on atoms 1 to 8: number 1, C, carries -1.351; number 2, C, carries 0.804; number 3, C, carries -0.495; number 4, C, carries -0.385; number 5, C, carries -0.396; number 6, C, carries -0.496; number 7, C, carries -0.361; number 8, H, carries 0.318

---

Entry from OMol25: C7H8 in the gas phase (ωB97M-V/def2-TZVPD).

* LUMO level: 0.0381 hartree
* HOMO-LUMO gap: 10.977 eV
* structure (SMILES): C#CC[C@H](C)C#C
* 2S+1: 1

Geometry as XYZ:
```
15
C7H8 (ωB97M-V/def2-TZVPD)
C 2.95468 0.76053 -0.27884
C 1.76800 0.88392 -0.44339
C 0.30647 0.96016 -0.51694
C -0.31389 -0.10819 0.41571
C -0.13990 -1.51296 -0.17220
C -1.72200 0.18370 0.71415
C -2.86910 0.41325 1.00022
H 4.00547 0.65718 -0.12423
H -0.03890 0.80452 -1.54651
H -0.02617 1.96026 -0.22098
H 0.23696 -0.05475 1.36391
H -0.76819 -1.63460 -1.06129
H 0.90651 -1.66762 -0.45504
H -0.42029 -2.27933 0.55542
H -3.88459 0.61683 1.25997
```

These are the Mulliken partial charges, in e, on atoms 1 to 8: number 1, C, carries 0.069; number 2, C, carries -0.379; number 3, C, carries -0.866; number 4, C, carries 0.433; number 5, C, carries -1.337; number 6, C, carries -0.938; number 7, C, carries 0.168; number 8, H, carries 0.397

---

Entry from OMol25: a molecular structure, C7H8AgNO4P at a distorted geometry (ωB97M-V/def2-TZVPD).

* total charge: +2
* LUMO level (alpha / beta): -0.3704 / -0.4299 hartree
* HOMO-LUMO gap (alpha / beta): 6.844 / 5.013 eV
* 2S+1: 2

Geometry as XYZ:
```
22
C7H8AgNO4P (ωB97M-V/def2-TZVPD)
C -0.86866 -2.31088 2.90772
C -0.65384 -1.32427 1.66531
C 0.38012 -1.59616 0.70909
O 1.22852 -2.72881 0.77554
C 0.53940 -0.53387 -0.45116
O 1.31122 -0.81463 -1.42333
C -0.20254 0.88459 -0.48652
P 0.30271 2.19376 -1.79031
N 2.03851 2.46714 -1.69559
O -0.12021 1.41324 -3.29298
C -1.23071 1.14974 0.45638
C -1.56842 -0.01257 1.48872
O -2.60158 0.08057 2.16905
H -1.40502 -3.27644 2.62517
H 0.18247 -2.58198 3.29034
H -1.41319 -1.73612 3.73908
H 0.81376 -3.44964 0.23729
H 2.48307 1.65114 -2.14907
H 2.34434 2.58404 -0.71904
H -0.03266 2.10993 -3.99061
H -1.81089 2.13911 0.44930
Ag 0.28360 3.69212 -4.51438
```

These are the Mulliken partial charges, in e, on atoms 1 to 8: number 1, C, carries -1.074; number 2, C, carries 0.612; number 3, C, carries 0.065; number 4, O, carries -0.455; number 5, C, carries 0.706; number 6, O, carries -0.386; number 7, C, carries 0.263; number 8, P, carries 0.290

---

The energy relative to the best compared isomer or geometry (same formula, charge and spin) results, record by record, are as follows: 0.00; 143.90; 71.33; 89.80; 118.83; 108.42; 106.79; 11.36; 85.24; 45.53 kcal/mol.